Molecular formula: C3H5CeO3
Method: DFT, wB97M-V/def2-TZVPD

```
! RIJCOSX wB97M-V def2-TZVPD def2/J DEFGRID3
* xyz 3 3
H -0.338 -1.945 0.600
O 2.008 -1.349 -0.323
C 0.893 -0.887 -0.602
C -1.302 0.213 0.584
O 0.819 0.458 -0.501
O -0.352 -1.418 -0.215
C -0.515 1.072 -0.349
H -0.966 0.206 1.623
H -2.345 0.018 0.334
H -0.307 2.069 0.051
H -0.945 1.091 -1.356
Ce 3.349 0.471 0.154
*
```

## Properties
- E_HOMO (spin up / spin down) (eV) = -20.0 / -25.7
- expectation value of S² = 2.0080
- energy relative to the best compared isomer or geometry (same formula, charge and spin) (kJ/mol) = 4.8



Molecular formula: C5H6O2
Method: DFT, wB97M-V/def2-TZVPD

```
! RIJCOSX wB97M-V def2-TZVPD def2/J DEFGRID3
* xyz 0 1
C 2.379 -0.654 -1.471
C 2.367 -0.255 -0.359
C -1.298 -0.302 -0.034
C -0.677 -0.904 1.053
C -1.538 1.030 -0.161
O -0.879 -2.009 1.435
O -0.846 2.014 0.517
H -2.188 1.493 -0.943
H 2.176 -1.123 -2.441
H 2.267 0.244 0.641
H -1.880 -0.817 -0.729
H 0.227 -0.337 1.374
H -0.111 1.620 1.120
*
```

## Properties
- structure (SMILES) = O=C/C=C\O.C#C
- E_HOMO (eV) = -9.7
- energy relative to the best compared isomer or geometry (same formula, charge and spin) (kJ/mol) = 396.7



Molecular formula: C36H40BrCl45N2O
Method: DFT, wB97M-V/def2-TZVPD

```
! RIJCOSX wB97M-V def2-TZVPD def2/J DEFGRID3
* xyz 0 1
C 9.181 1.462 0.350
C 8.177 0.287 0.026
C 6.698 0.484 0.567
C 6.288 1.970 0.903
C 4.921 1.881 1.746
C 4.011 3.177 1.545
C 3.044 3.285 2.815
C 2.599 4.791 3.130
C 1.015 4.996 3.001
C 0.601 5.427 1.524
C 0.821 4.192 0.527
C -0.173 4.291 -0.713
C -1.222 3.121 -0.804
C -0.659 1.703 -1.152
Br -2.374 0.713 -1.604
C 0.113 0.828 -0.096
C -0.646 -0.203 0.801
C -0.939 -1.607 0.353
C -1.626 -2.393 1.403
C -1.985 -1.895 2.763
N -1.718 -0.598 3.118
C -1.079 0.146 2.164
C 1.066 -0.103 -0.996
O 2.038 -0.736 -0.646
N 0.438 -0.027 -2.305
C 0.199 1.439 -2.450
C 1.478 2.317 -2.761
Cl 0.982 3.457 -4.132
C 2.732 1.523 -3.295
C 4.079 2.290 -2.912
H 9.036 1.914 1.369
H 10.215 1.007 0.371
H 9.189 2.226 -0.472
H 8.585 -0.631 0.549
H 8.188 0.020 -1.071
H 6.441 -0.182 1.440
H 6.007 0.150 -0.266
H 7.005 2.520 1.560
H 6.024 2.541 -0.036
H 4.333 0.960 1.475
H 5.236 1.895 2.824
H 3.425 2.992 0.608
H 4.602 4.127 1.519
H 2.156 2.603 2.683
H 3.575 2.919 3.738
H 3.079 5.467 2.374
H 2.967 5.114 4.144
H 0.634 5.696 3.787
H 0.531 3.996 3.189
H -0.433 5.853 1.470
H 1.313 6.257 1.245
H 0.675 3.279 1.153
H 1.854 4.325 0.119
H 0.384 4.488 -1.673
H -0.773 5.236 -0.543
H -1.728 3.060 0.207
H -2.026 3.429 -1.529
H 0.859 1.288 0.603
H -0.669 -1.997 -0.651
H -1.860 -3.465 1.170
H -2.481 -2.594 3.496
H -0.844 1.204 2.473
H 0.944 -0.472 -3.067
H -0.518 1.554 -3.307
H 1.805 2.917 -1.869
H 2.849 0.488 -2.892
H 2.697 1.511 -4.416
H 4.163 2.450 -1.797
H 4.968 1.643 -3.179
H 4.202 3.239 -3.490
C -5.891 1.286 -3.761
Cl -7.546 1.815 -4.118
Cl -5.927 0.044 -2.497
Cl -5.160 0.615 -5.228
Cl -4.936 2.673 -3.200
C -5.731 -4.148 2.456
Cl -6.545 -3.594 3.931
Cl -6.715 -5.396 1.674
Cl -5.522 -2.778 1.352
Cl -4.134 -4.823 2.862
C 13.166 1.365 2.151
Cl 12.622 2.991 2.602
Cl 14.921 1.246 2.373
Cl 12.358 0.166 3.177
Cl 12.762 1.057 0.454
C -5.735 -6.906 6.484
Cl -6.851 -8.191 5.983
Cl -6.638 -5.638 7.336
Cl -4.501 -7.578 7.564
Cl -4.950 -6.210 5.052
C -1.857 -4.745 9.055
Cl -2.996 -4.227 10.310
Cl -0.698 -3.442 8.733
Cl -0.985 -6.188 9.607
Cl -2.748 -5.128 7.572
C 11.852 2.003 -3.239
Cl 11.082 2.585 -4.726
Cl 11.130 0.453 -2.766
Cl 13.589 1.786 -3.518
Cl 11.606 3.186 -1.943
C -10.491 -3.929 -0.111
Cl -12.258 -3.923 0.030
Cl -9.770 -3.971 1.508
Cl -9.975 -5.360 -1.023
Cl -9.959 -2.465 -0.958
C 3.143 4.067 -7.417
Cl 2.039 2.771 -7.914
Cl 2.228 5.330 -6.574
Cl 4.378 3.405 -6.331
Cl 3.926 4.759 -8.849
C -13.352 -7.867 0.740
Cl -14.749 -8.174 1.788
Cl -13.914 -7.331 -0.854
Cl -12.337 -6.605 1.459
Cl -12.407 -9.358 0.562
C -1.420 -1.133 -5.596
Cl -1.974 0.494 -5.160
Cl 0.341 -1.252 -5.392
Cl -2.218 -2.325 -4.556
Cl -1.829 -1.457 -7.290
C -16.663 -7.082 -3.982
Cl -18.300 -6.535 -4.387
Cl -16.752 -8.339 -2.734
Cl -15.885 -7.744 -5.432
Cl -15.714 -5.710 -3.378
*
```

## Properties
- E_HOMO (eV) = -9.1
- energy relative to the best compared isomer or geometry (same formula, charge and spin) (kJ/mol) = 0.0



Molecular formula: C33H42Br2Cl2CoGeNO5SSi3
Method: DFT, wB97M-V/def2-TZVPD

```
! RIJCOSX wB97M-V def2-TZVPD def2/J DEFGRID3
* xyz 0 1
Co 0.801 -0.605 0.324
Br 5.901 -0.582 0.045
C 4.735 -0.639 1.531
C 5.267 -0.719 2.819
C 4.439 -0.759 3.909
Br 5.204 -0.899 5.642
C 3.037 -0.703 3.765
C 2.106 -0.790 4.821
C 0.772 -0.792 4.526
C 0.353 -0.663 3.197
N 1.186 -0.534 2.190
C 2.521 -0.591 2.453
C 3.363 -0.602 1.297
O 2.813 -0.580 0.128
H 6.339 -0.764 2.942
H 2.455 -0.894 5.838
H 0.026 -0.902 5.299
H -0.697 -0.693 2.957
O 0.957 1.448 -0.024
S 2.303 1.992 -0.471
C 1.878 3.713 -0.853
C 2.869 4.680 -0.849
C 2.534 6.000 -1.112
C 1.220 6.339 -1.397
C 0.239 5.359 -1.438
C 0.568 4.045 -1.151
C 2.584 1.645 -2.217
C 3.895 1.473 -2.626
C 4.166 1.309 -3.976
C 3.133 1.331 -4.899
C 1.824 1.511 -4.475
C 1.545 1.669 -3.129
H 3.894 4.398 -0.643
H 3.296 6.768 -1.086
H 0.960 7.370 -1.595
H -0.780 5.620 -1.688
H -0.185 3.272 -1.145
H 4.694 1.459 -1.899
H 5.185 1.154 -4.302
H 3.346 1.194 -5.951
H 1.016 1.527 -5.194
H 0.529 1.799 -2.786
Cl 0.655 -1.754 -4.527
C 1.206 -2.583 -3.154
Cl 3.342 -2.278 -3.205
C 0.888 -2.083 -1.854
O 1.059 -2.986 -0.873
O 0.523 -0.929 -1.537
H 1.300 -3.650 -3.285
O 0.924 -3.173 1.350
C 0.892 -2.456 0.390
C -2.036 0.241 -3.033
Si -2.664 -1.090 -1.836
C -4.528 -0.733 -1.649
C -2.468 -2.849 -2.547
Ge -1.596 -1.055 0.381
Si -2.310 -3.110 1.551
C -4.211 -2.990 1.480
C -1.810 -3.198 3.382
C -1.858 -4.750 0.711
Si -2.527 0.998 1.589
C -2.105 1.318 3.425
C -2.075 2.560 0.617
C -4.429 0.841 1.641
H -2.631 0.273 -3.946
H -1.008 0.034 -3.312
H -2.072 1.231 -2.576
H -5.039 -0.885 -2.600
H -4.694 0.303 -1.358
H -5.010 -1.370 -0.911
H -2.519 -2.853 -3.636
H -3.249 -3.509 -2.171
H -1.504 -3.273 -2.262
H -4.574 -2.051 1.892
H -4.671 -3.801 2.044
H -4.564 -3.061 0.453
H -2.155 -2.334 3.951
H -0.727 -3.265 3.479
H -2.240 -4.087 3.845
H -2.150 -4.763 -0.338
H -2.362 -5.582 1.203
H -0.786 -4.933 0.763
H -1.051 1.531 3.590
H -2.385 0.474 4.056
H -2.672 2.182 3.773
H -1.003 2.729 0.689
H -2.585 3.441 1.009
H -2.336 2.455 -0.437
H -4.742 0.058 2.330
H -4.870 0.624 0.672
H -4.858 1.779 1.998
*
```

## Properties
- E_HOMO (eV) = -7.5
- energy relative to the best compared isomer or geometry (same formula, charge and spin) (kJ/mol) = 186.8



Molecular formula: CH5N5
Method: DFT, wB97M-V/def2-TZVPD

```
! RIJCOSX wB97M-V def2-TZVPD def2/J DEFGRID3
* xyz 0 1
N 0.506 -0.060 0.311
C -0.280 0.455 -1.012
N -0.049 -0.274 1.563
N -0.287 -0.700 -1.651
N 0.602 -1.476 -0.996
N -0.569 1.660 -1.258
H 1.421 0.383 0.398
H 0.274 0.397 2.254
H -1.060 -0.291 1.522
H 0.105 -2.334 -0.701
H -0.664 2.241 -0.432
*
```

## Properties
- structure (SMILES) = [H]/N=N/C(=N/[H])NN
- E_HOMO (eV) = -7.7
- energy relative to the best compared isomer or geometry (same formula, charge and spin) (kJ/mol) = 365.7



Molecular formula: C7H18CeI2NO4P2
Method: DFT, wB97M-V/def2-TZVPD

```
! RIJCOSX wB97M-V def2-TZVPD def2/J DEFGRID3
* xyz 2 2
I 0.272 -0.582 -5.218
I -0.294 1.859 -4.571
Ce 0.001 -0.074 -0.055
P -2.378 -0.181 -0.046
C -3.292 1.315 0.346
C -2.979 -0.716 -1.661
H -4.060 -0.871 -1.611
H -4.056 -1.547 1.000
H -2.477 -1.650 -1.944
H -2.472 -2.388 0.911
H -3.038 2.111 -0.364
H -2.745 0.043 -2.417
C -2.974 -1.434 1.116
H -4.364 1.108 0.293
H -2.742 -1.136 2.146
H -3.036 1.667 1.354
P 2.383 -0.098 -0.039
C 3.243 1.429 0.359
C 3.019 -1.331 1.123
H 2.540 -1.560 -1.938
H 4.093 -0.724 -1.600
H 2.749 0.142 -2.408
C 3.007 -0.608 -1.652
H 2.549 -2.302 0.916
H 4.104 -1.408 1.009
H 4.322 1.258 0.312
H 2.970 1.771 1.366
H 2.775 -1.042 2.152
H 2.966 2.216 -0.352
C -0.033 1.812 0.455
O -0.053 2.929 0.758
O 0.000 1.090 3.971
N 0.000 0.000 3.382
O 0.000 -1.091 3.973
O 0.000 -0.007 2.021
*
```

## Properties
- E_HOMO (spin up / spin down) (eV) = -14.9 / -14.9
- expectation value of S² = 0.7681
- energy relative to the best compared isomer or geometry (same formula, charge and spin) (kJ/mol) = 580.0